{
  "formula": "C21H25N3O3",
  "method": "wB97M-V/def2-TZVPD",
  "symbols": ["C", "C", "O", "C", "C", "C", "C", "C", "C", "N", "C", "O", "C", "C", "C", "C", "N", "C", "O", "N", "C", "C", "C", "C", "C", "C", "C", "H", "H", "H", "H", "H", "H", "H", "H", "H", "H", "H", "H", "H", "H", "H", "H", "H", "H", "H", "H", "H", "H", "H", "H", "H"],
  "positions_angstrom": [[-2.14, 1.78, 1.76], [-1.68, 0.34, 1.96], [-1.25, -0.29, 0.77], [-2.17, -0.75, -0.14], [-3.55, -0.62, -0.04], [-4.37, -1.13, -1.04], [-3.82, -1.77, -2.14], [-2.45, -1.93, -2.24], [-1.62, -1.43, -1.25], [-0.23, -1.58, -1.24], [0.57, -2.20, -2.14], [0.20, -2.67, -3.20], [2.04, -2.30, -1.72], [2.25, -3.53, -0.81], [1.75, -3.28, 0.61], [2.38, -2.01, 1.17], [2.06, -0.88, 0.31], [1.74, 0.32, 0.91], [1.74, 0.44, 2.11], [1.38, 1.31, 0.03], [1.05, 2.63, 0.33], [0.37, 3.37, -0.64], [0.04, 4.69, -0.40], [0.39, 5.29, 0.79], [1.06, 4.56, 1.75], [1.40, 3.24, 1.53], [2.60, -1.05, -1.03], [-2.96, 1.84, 1.06], [-2.46, 2.19, 2.72], [-1.32, 2.38, 1.39], [-2.47, -0.26, 2.43], [-0.79, 0.32, 2.60], [-4.00, -0.13, 0.81], [-5.44, -1.02, -0.95], [-4.46, -2.16, -2.91], [-2.01, -2.44, -3.08], [0.20, -1.24, -0.39], [2.59, -2.46, -2.64], [1.74, -4.39, -1.25], [3.32, -3.75, -0.78], [2.02, -4.12, 1.24], [0.66, -3.20, 0.62], [1.99, -1.78, 2.17], [3.47, -2.13, 1.24], [1.09, 1.02, -0.90], [0.10, 2.90, -1.57], [-0.49, 5.25, -1.16], [0.13, 6.32, 0.98], [1.34, 5.02, 2.69], [1.92, 2.67, 2.28], [2.41, -0.17, -1.65], [3.69, -1.17, -0.95]],
  "lowdin_charge": [-0.04, -0.22, -0.07, -0.19, -0.03, -0.09, -0.09, -0.01, -0.14, 0.16, -0.43, 0.08, -0.20, -0.14, -0.16, -0.14, -0.07, -0.50, 0.07, 0.15, -0.25, -0.04, -0.09, -0.10, -0.08, -0.02, -0.10, 0.07, 0.08, 0.06, 0.12, 0.12, 0.10, 0.10, 0.10, 0.10, 0.10, 0.15, 0.12, 0.12, 0.12, 0.11, 0.12, 0.13, 0.13, 0.11, 0.10, 0.10, 0.10, 0.10, 0.13, 0.14],
  "max_force_ev_per_a": 0.64,
  "relative_energy_ev": 0.0000,
  "spin_multiplicity": 1
}